Record 1
Here is C19H29CeCl3NO4P2 as an isolated structure from the OMol25 dataset. Energies are from ωB97M-V with the def2-TZVPD basis set.

For the total energy, the calculation gives -3635.25046 Eh. The charge is +1. The value obtained for the maximum force is 2.02 eV/A. The HOMO-LUMO gap (spin up / spin down) is 5.63 / 5.64 eV. The HOMO energy (spin up / spin down) is -10.1053 / -10.1055 eV. The LUMO energy (spin up / spin down) is -4.48 / -4.47 eV.

Last column: Löwdin charge in e.
Element x y z (Å)
C: -1.221 -3.790 -1.535  -0.023
C: -0.452 -2.780 -0.908  -0.333
N: -1.006 -1.506 -0.812  -0.048
C: -2.223 -1.215 -1.342  -0.309
C: -2.979 -2.205 -1.959  -0.035
C: -2.472 -3.501 -2.050  -0.036
C: 0.887 -3.045 -0.426  -0.309
P: 1.911 -1.899 0.456  0.768
Ce: 0.027 0.153 0.619  0.934
P: -1.617 1.622 -0.968  0.815
C: -2.817 0.191 -1.172  -0.222
C: 1.712 1.840 0.895  -0.298
C: 1.677 1.879 2.288  -0.137
C: 2.304 2.965 2.943  -0.046
C: 2.956 3.936 2.182  -0.058
C: 2.966 3.873 0.773  -0.057
C: 2.318 2.819 0.122  -0.114
O: 1.858 -2.225 -3.181  -0.069
O: 0.256 -0.140 -3.837  -0.124
H: -0.794 -4.795 -1.600  0.122
H: -3.972 -1.930 -2.329  0.122
H: -3.072 -4.284 -2.516  0.122
C: 1.918 -2.288 2.257  -0.228
C: 3.646 -1.780 -0.086  -0.225
H: -3.398 0.434 -2.079  0.107
H: -3.476 0.184 -0.276  0.114
H: 1.673 -2.654 -2.321  0.002
H: 1.208 -4.094 -0.529  0.078
C: -2.417 2.833 0.150  -0.210
C: -1.548 2.456 -2.558  -0.226
H: 1.179 1.119 2.895  0.092
H: 2.256 3.033 4.038  0.121
H: 3.461 4.763 2.685  0.114
H: 3.471 4.648 0.187  0.115
H: 2.297 2.798 -0.968  0.093
H: 1.707 0.667 -1.561  0.108
H: 0.825 0.419 -4.375  0.043
H: 0.825 -0.940 -3.627  0.001
H: 1.887 -2.961 -3.818  0.084
H: 0.998 0.488 -1.817  0.066
H: 2.467 -3.220 2.455  0.063
H: 2.393 -1.449 2.789  0.050
H: 0.883 -2.376 2.624  0.054
H: 4.267 -2.647 0.189  0.061
H: 3.685 -1.628 -1.175  0.043
H: 4.065 -0.877 0.386  0.052
H: -2.509 2.883 -2.859  0.068
H: -0.801 3.252 -2.471  0.061
H: -1.178 1.733 -3.287  0.033
H: -3.306 3.269 -0.323  0.068
H: -2.673 2.392 1.124  0.045
H: -1.675 3.620 0.357  0.068
Cl: -2.436 -0.458 5.753  0.624
C: -3.079 -0.276 4.102  -1.494
Cl: -3.506 -1.839 3.378  0.615
Cl: -4.482 0.818 4.126  0.616
C: -1.911 0.421 3.224  -0.695
O: -1.670 1.604 3.445  0.036
O: -1.294 -0.310 2.321  -0.279

Atoms 1-2, force components in eV/Å:
C -0.50 -0.27 -0.28
C 1.07 0.66 0.40

Record 2
Here is a 5-piece molecular cluster, C19H29Cl16NO5 overall from the OMol25 dataset. Energies are from ωB97M-V with the def2-TZVPD basis set.

For the total energy, the calculation gives -8535.28359 Eh. The value obtained for the maximum force is 4.18 eV/A. The HOMO-LUMO gap is 8.86 eV. The HOMO energy is -8.7276 eV. The SMILES is CNC[C@H](CCCCOC=O)OC(=O)CCCCCOC.ClC(Cl)(Cl)Cl.ClC(Cl)(Cl)Cl.ClC(Cl)(Cl)Cl.ClC(Cl)(Cl)Cl. The LUMO energy is 0.13 eV.

Last column: Löwdin charge in e.
Element x y z (Å)
C: -3.986 -2.720 -1.223  -0.136
N: -3.436 -1.377 -0.921  -0.106
C: -2.079 -1.441 -0.399  -0.201
C: -0.949 -1.307 -1.454  -0.263
C: 0.105 -2.401 -1.232  -0.126
C: 0.983 -2.173 0.003  -0.164
C: 0.373 -2.648 1.347  -0.169
C: 1.457 -3.177 2.268  -0.171
O: 2.544 -2.238 2.434  -0.053
C: 3.721 -2.679 1.929  -0.398
O: 4.410 -3.429 2.467  0.152
O: -0.226 -0.073 -1.365  0.021
C: -0.980 1.020 -1.511  -0.531
O: -2.004 1.062 -2.089  0.154
C: -0.348 2.239 -0.890  -0.056
C: 0.707 2.762 -1.905  -0.175
C: 1.959 3.333 -1.226  -0.202
C: 2.656 2.270 -0.358  -0.153
C: 2.404 2.452 1.149  -0.238
O: 1.943 1.219 1.676  -0.213
C: 1.787 1.298 3.083  -0.102
H: -3.311 -3.218 -1.934  0.080
H: -4.161 -3.309 -0.319  -0.007
H: -4.925 -2.543 -1.742  0.077
H: -3.469 -0.877 -1.800  0.084
H: -1.960 -2.420 0.045  0.038
H: -1.911 -0.734 0.420  0.129
H: -1.397 -1.407 -2.443  0.150
H: 0.762 -2.419 -2.105  0.117
H: -0.373 -3.378 -1.195  0.119
H: 1.890 -2.764 -0.149  0.104
H: 1.314 -1.145 0.125  0.105
H: -0.364 -3.434 1.179  0.088
H: -0.146 -1.804 1.800  0.112
H: 1.037 -3.344 3.257  0.124
H: 1.855 -4.104 1.854  0.128
H: 3.993 -2.233 0.960  0.147
H: -1.105 2.981 -0.671  0.127
H: 0.142 1.881 0.017  0.106
H: 1.038 1.879 -2.456  0.115
H: 0.241 3.419 -2.636  0.072
H: 2.658 3.596 -2.020  0.094
H: 1.691 4.241 -0.684  0.103
H: 2.349 1.279 -0.688  0.110
H: 3.733 2.335 -0.508  0.107
H: 1.642 3.233 1.259  0.114
H: 3.313 2.751 1.678  0.123
H: 1.085 0.518 3.364  0.082
H: 1.324 2.248 3.367  0.087
H: 2.743 1.160 3.586  0.090
C: 0.271 6.432 -4.156  -2.041
Cl: 0.493 6.969 -2.485  0.527
Cl: -1.254 5.549 -4.293  0.537
Cl: 0.241 7.836 -5.228  0.506
Cl: 1.607 5.367 -4.611  0.521
C: 3.372 8.355 -7.637  -2.055
Cl: 2.572 6.894 -8.230  0.514
Cl: 3.495 8.284 -5.877  0.495
Cl: 4.990 8.468 -8.341  0.525
Cl: 2.426 9.774 -8.103  0.520
C: -3.444 -4.883 3.068  -2.017
Cl: -3.296 -4.217 4.696  0.502
Cl: -4.979 -5.752 2.922  0.529
Cl: -3.397 -3.572 1.880  0.613
Cl: -2.105 -5.997 2.764  0.531
C: -4.345 -6.779 8.057  -2.047
Cl: -5.345 -5.695 9.032  0.523
Cl: -2.638 -6.485 8.413  0.522
Cl: -4.747 -8.458 8.441  0.522
Cl: -4.645 -6.471 6.343  0.480

Atoms 1-2, force components in eV/Å:
C 0.40 1.00 -0.44
N -0.48 -0.58 0.15

Record 3
Here is a 2-piece molecular cluster, C19H29Cl2I2N2O3S overall from the OMol25 dataset. Energies are from ωB97M-V with the def2-TZVPD basis set.

For the total energy, the calculation gives -2990.21930 Eh. The charge is +1. The value obtained for the maximum force is 1.39 eV/A. The HOMO-LUMO gap is 7.69 eV. The HOMO energy is -12.0463 eV. The LUMO energy is -4.36 eV.

Last column: Löwdin charge in e.
Element x y z (Å)
C: -0.363 -4.497 -0.506  0.040
C: -1.279 -3.711 -1.085  -0.159
C: -1.543 -2.285 -0.687  -0.116
C: -0.852 -1.263 -1.553  -0.043
C: -0.084 -0.258 -0.958  -0.175
C: 0.136 -0.157 0.506  -0.685
Cl: -0.920 0.842 1.431  0.834
C: 1.130 -0.797 1.115  -0.696
C: 1.436 -0.712 2.575  -0.094
Cl: 2.161 -1.811 0.156  0.762
C: 0.518 0.696 -1.775  0.046
N: 0.377 0.613 -3.087  -0.094
C: 1.073 1.684 -3.910  -0.599
I: 0.626 1.408 -5.998  0.969
C: 2.588 1.689 -3.623  -0.280
C: 3.527 1.105 -4.677  -0.168
N: -0.333 -0.297 -3.701  0.083
C: -0.953 -1.207 -2.971  -0.245
C: -1.788 -2.207 -3.739  -0.665
I: -2.816 -1.144 -5.320  0.900
C: -0.884 -3.302 -4.323  -0.304
C: -1.589 -4.653 -4.505  -0.089
H: 0.240 -5.149 -1.130  0.068
H: -0.187 -4.560 0.562  0.072
H: -1.876 -4.127 -1.886  0.086
H: -1.137 -2.158 0.316  0.110
H: -2.604 -2.024 -0.608  0.146
H: 2.333 -1.295 2.767  0.073
H: 1.684 0.308 2.859  0.091
H: 0.642 -1.114 3.199  0.097
H: 1.106 1.490 -1.344  0.164
H: 0.588 2.621 -3.669  0.083
H: 2.827 1.213 -2.672  0.101
H: 2.861 2.739 -3.513  0.118
H: 3.259 0.102 -4.996  0.062
H: 4.510 1.023 -4.210  0.082
H: 3.665 1.775 -5.518  0.058
H: -2.587 -2.591 -3.121  0.063
H: -0.480 -2.940 -5.266  0.091
H: -0.027 -3.446 -3.662  0.107
H: -1.342 -5.123 -5.452  0.080
H: -2.672 -4.579 -4.427  0.078
H: -1.250 -5.342 -3.733  0.068
O: 0.011 1.632 5.721  -0.280
S: -0.181 2.973 5.256  0.556
O: 0.926 3.870 5.148  -0.268
O: -1.332 3.654 6.103  -0.260
C: -1.214 3.640 7.547  -0.241
C: -0.233 4.676 8.055  -0.070
C: -1.029 2.931 3.716  -0.176
H: -0.949 2.638 7.885  0.115
H: -2.213 3.856 7.919  0.123
H: 0.788 4.432 7.763  0.073
H: -0.274 4.725 9.143  0.085
H: -0.465 5.658 7.645  0.086
H: -1.892 2.276 3.807  0.067
H: -0.331 2.541 2.982  -0.010
H: -1.334 3.940 3.447  0.082

Atoms 1-2, force components in eV/Å:
C -0.04 -0.01 -0.18
C -0.03 -0.03 -0.03